DFT (ωB97M-V/def2-TZVPD) results for CH3N3O2S in the gas phase at a distorted geometry.

SMILES ... [H]/N=[N+](\[O-])CSN=O
Energy ... -752.6451 Ha
Orbital gap ... 9.112 eV
Energy relative to the best compared isomer or geometry (same formula, charge and spin) ... 5.063 eV

Bonds (Å) are listed after each position.
Cartesian coordinates (Å):
1 C 0.040 0.757 -0.501  N3 1.519, S7 1.819, H8 1.032, H9 1.007
2 N 0.337 -1.513 -0.205  N3 1.242, H10 1.015
3 N -0.020 -0.662 -1.037  C1 1.519, N2 1.242, O5 1.247
4 N -0.563 0.881 1.975  O6 1.201, S7 1.702
5 O -0.196 -0.873 -2.253  N3 1.247
6 O -0.563 0.874 3.176  N4 1.201
7 S 0.891 0.724 1.106  C1 1.819, N4 1.702
8 H 0.568 1.179 -1.281  C1 1.032
9 H -0.904 1.101 -0.434  C1 1.007
10 H 0.409 -2.466 -0.547  N2 1.015



DFT (ωB97M-V/def2-TZVPD) results for C3H3FO in the gas phase at a distorted geometry.

SMILES ... C=C(F)C=O
Energy ... -291.1194 Ha
Orbital gap ... 10.711 eV
Energy relative to the best compared isomer or geometry (same formula, charge and spin) ... 1.531 eV

Bonds (Å) are listed after each position.
Cartesian coordinates (Å):
1 C -0.181 -0.620 0.490  C3 1.333, H6 1.113, H7 1.063
2 C 2.263 0.514 -0.478  C3 1.828, O4 1.197, H8 1.010
3 C 0.998 -0.756 -0.115  C1 1.333, C2 1.828, F5 1.392
4 O 2.758 1.100 0.441  C2 1.197
5 F 1.676 -1.957 -0.294  C3 1.392
6 H -0.476 -1.595 0.938  C1 1.113
7 H -0.708 0.253 0.790  C1 1.063
8 H 2.508 0.541 -1.457  C2 1.010